{
  "formula": "C4H3FO",
  "method": "wB97M-V/def2-TZVPD",
  "e_above_lowest_kj_mol": 268.34,
  "lumo_ev": -0.40,
  "homo_ev": -10.534,
  "e_tot_ev": -8957.54555,
  "symbols": ["O", "C", "C", "C", "C", "F", "H", "H", "H"],
  "positions_angstrom": [[-2.288036, 0.077989, -1.711520], [-1.933751, -0.631359, -0.754037], [-0.781374, -0.269216, -0.198426], [0.272813, -0.062843, 0.297605], [1.543176, 0.524865, 0.596542], [2.461722, -0.310963, 1.327573], [-2.609372, -1.488737, -0.165739], [1.836911, 0.647100, -0.571402], [1.497910, 1.513164, 1.179403]],
  "atomic_forces_ev_per_a": [[-0.5, -2.0, 1.3], [-5.5, -0.2, -2.0], [2.3, -0.5, 1.7], [1.4, 0.6, 1.6], [1.7, 0.6, -1.2], [-1.4, 1.0, -1.2], [1.5, 1.9, -1.9], [0.6, 0.2, 2.9], [0.0, -1.5, -1.2]]
}



{
  "formula": "C2H8O3",
  "method": "wB97M-V/def2-TZVPD",
  "e_above_lowest_kj_mol": 73.41,
  "lumo_ev": [-4.87, -8.38],
  "multiplicity": 2,
  "homo_ev": [-15.338, -15.318],
  "total_charge": 1,
  "e_tot_ev": -8336.13665,
  "symbols": ["C", "C", "O", "H", "H", "H", "H", "H", "H", "O", "H", "H", "O"],
  "positions_angstrom": [[-0.795389, 0.161223, -0.786516], [-1.143051, -0.800136, 0.162456], [-1.225272, -2.050956, -0.158771], [-1.037855, 1.170499, -0.512609], [-0.406085, -0.208763, -1.729818], [-1.478711, -0.594103, 1.183184], [-1.723112, -2.542804, 0.523473], [-0.236816, 1.197136, 1.539127], [0.996670, 0.358299, 1.632991], [0.685979, 1.260748, 1.808585], [1.821365, 1.369444, -1.437162], [2.727678, 0.195199, -1.185709], [1.814598, 0.484214, -1.039231]],
  "atomic_forces_ev_per_a": [[0.1, -1.0, 0.2], [-0.8, -0.6, 0.6], [0.0, 0.2, -0.2], [0.3, 0.5, -0.4], [-0.1, 0.5, 0.0], [0.1, 0.5, -0.3], [0.4, -0.2, -0.1], [0.0, 0.5, 0.4], [0.5, 0.4, 0.2], [-0.4, -0.7, -0.3], [-0.1, -0.2, 0.3], [-0.2, -0.2, 0.1], [0.3, 0.4, -0.4]]
}